1.
{
  "formula": "C22H19MnN5O3",
  "method": "wB97M-V/def2-TZVPD",
  "energy_ha": -2500.1823,
  "charge": 1,
  "de_lowest_ev": 0.041,
  "homo_lumo_gap_ev": [7.4, 7.4],
  "spin_multiplicity": 5,
  "elements": ["Mn", "C", "C", "C", "C", "N", "C", "N", "C", "N", "C", "N", "C", "C", "C", "C", "C", "N", "C", "C", "C", "C", "C", "C", "H", "H", "H", "H", "H", "H", "H", "H", "H", "H", "H", "H", "C", "C", "C", "O", "C", "O", "O", "H", "H", "H", "H", "H", "H", "H"],
  "positions_angstrom": [[-0.56, 0.72, 0.05], [-1.86, 1.36, 4.06], [-0.80, 0.99, 4.87], [0.38, 0.63, 4.28], [0.51, 0.64, 2.88], [-0.54, 0.96, 2.09], [-1.69, 1.34, 2.70], [1.77, 0.31, 2.43], [2.10, 0.22, 1.20], [1.30, 0.36, 0.06], [2.10, 0.19, -1.06], [1.78, 0.25, -2.30], [0.54, 0.65, -2.76], [0.41, 0.65, -4.16], [-0.73, 1.12, -4.75], [-1.74, 1.63, -3.93], [-1.58, 1.59, -2.57], [-0.47, 1.08, -1.97], [3.47, -0.11, -0.62], [4.62, -0.36, -1.34], [5.78, -0.58, -0.62], [5.78, -0.55, 0.78], [4.62, -0.29, 1.50], [3.47, -0.08, 0.76], [-2.81, 1.68, 4.46], [-0.90, 0.98, 5.95], [1.26, 0.36, 4.85], [-2.49, 1.64, 2.04], [1.25, 0.28, -4.72], [-0.83, 1.12, -5.82], [-2.64, 2.06, -4.34], [-2.34, 1.97, -1.91], [4.61, -0.38, -2.42], [6.71, -0.78, -1.14], [6.71, -0.72, 1.31], [4.61, -0.26, 2.58], [-3.32, -2.12, 1.05], [-2.79, -1.35, -0.15], [-3.15, -1.98, -1.48], [-1.34, -1.23, -0.04], [-3.31, 0.09, -0.10], [-4.48, 0.33, -0.21], [-2.40, 1.05, 0.02], [-2.99, -3.16, 1.00], [-4.41, -2.10, 1.04], [-2.97, -1.67, 1.98], [-2.86, -3.04, -1.48], [-2.64, -1.48, -2.30], [-4.22, -1.91, -1.63], [-0.91, -2.09, -0.12]],
  "nbo_charge": [1.659, -0.253, -0.112, -0.222, 0.388, -0.582, 0.056, -0.493, 0.487, -0.724, 0.472, -0.497, 0.387, -0.224, -0.112, -0.254, 0.058, -0.581, -0.025, -0.179, -0.178, -0.180, -0.150, -0.106, 0.246, 0.240, 0.251, 0.244, 0.251, 0.240, 0.248, 0.244, 0.241, 0.231, 0.231, 0.240, -0.626, 0.145, -0.629, -0.774, 0.771, -0.555, -0.786, 0.219, 0.255, 0.222, 0.219, 0.221, 0.258, 0.518]
}

***

2.
{
  "formula": "C14H35FO8S4",
  "method": "wB97M-V/def2-TZVPD",
  "energy_ha": -2848.7333,
  "charge": 0,
  "homo_lumo_gap_ev": 8.6,
  "spin_multiplicity": 1,
  "elements": ["C", "C", "F", "C", "C", "C", "O", "O", "O", "C", "O", "H", "H", "H", "H", "H", "H", "H", "H", "H", "H", "H", "C", "S", "O", "C", "H", "H", "H", "H", "H", "H", "C", "S", "O", "C", "H", "H", "H", "H", "H", "H", "C", "S", "O", "C", "H", "H", "H", "H", "H", "H", "C", "S", "O", "C", "H", "H", "H", "H", "H", "H"],
  "positions_angstrom": [[5.12, -1.09, -1.35], [3.69, -1.47, -0.99], [3.22, -0.61, 0.02], [2.73, -1.38, -2.17], [1.26, -1.50, -1.73], [0.45, -0.21, -1.89], [-0.05, 0.27, -0.65], [-1.34, -0.33, -0.45], [0.60, -2.52, -2.52], [0.84, -3.78, -2.17], [1.36, -4.14, -1.16], [5.50, -0.43, -0.56], [5.77, -1.97, -1.37], [5.18, -0.55, -2.30], [3.65, -2.49, -0.59], [2.90, -0.45, -2.73], [2.97, -2.20, -2.86], [1.23, -1.75, -0.67], [1.05, 0.60, -2.31], [-0.41, -0.40, -2.54], [-1.19, -0.90, 0.31], [0.50, -4.48, -2.95], [-1.89, 5.70, -1.15], [-0.58, 4.88, -0.24], [0.65, 4.97, -1.08], [-1.22, 3.22, -0.41], [-1.66, 6.76, -1.20], [-1.94, 5.28, -2.16], [-2.84, 5.55, -0.63], [-1.32, 2.98, -1.47], [-2.18, 3.16, 0.09], [-0.53, 2.54, 0.06], [0.48, 2.19, 4.77], [0.32, 1.86, 3.01], [-1.00, 2.40, 2.59], [0.13, 0.08, 3.17], [0.57, 3.26, 4.89], [-0.40, 1.82, 5.29], [1.38, 1.70, 5.14], [-0.72, -0.15, 3.80], [1.04, -0.34, 3.60], [-0.01, -0.32, 2.17], [0.02, -1.21, -6.31], [0.47, 0.52, -6.10], [1.28, 0.59, -4.86], [-1.18, 1.08, -5.66], [0.94, -1.76, -6.55], [-0.40, -1.59, -5.39], [-0.68, -1.31, -7.14], [-1.53, 0.53, -4.78], [-1.86, 0.93, -6.50], [-1.11, 2.14, -5.43], [-2.79, -3.92, 6.11], [-2.59, -2.35, 5.26], [-1.14, -2.00, 5.34], [-3.43, -1.34, 6.49], [-2.29, -4.68, 5.52], [-2.34, -3.85, 7.10], [-3.86, -4.15, 6.18], [-2.93, -1.46, 7.45], [-4.47, -1.65, 6.55], [-3.37, -0.31, 6.16]],
  "nbo_charge": [-0.651, 0.208, -0.383, -0.455, 0.040, -0.092, -0.284, -0.458, -0.508, 0.652, -0.589, 0.237, 0.217, 0.214, 0.172, 0.231, 0.222, 0.221, 0.228, 0.201, 0.460, 0.118, -0.831, 1.256, -0.995, -0.826, 0.233, 0.223, 0.223, 0.214, 0.234, 0.263, -0.828, 1.257, -1.003, -0.827, 0.237, 0.228, 0.229, 0.246, 0.236, 0.222, -0.834, 1.263, -0.999, -0.832, 0.239, 0.234, 0.227, 0.230, 0.227, 0.245, -0.831, 1.253, -0.993, -0.832, 0.243, 0.232, 0.228, 0.231, 0.229, 0.243]
}

***

3.
{
  "formula": "C5H13NO2",
  "method": "wB97M-V/def2-TZVPD",
  "energy_ha": -403.3186,
  "charge": 0,
  "de_lowest_ev": 7.021,
  "homo_lumo_gap_ev": 4.4,
  "spin_multiplicity": 1,
  "elements": ["C", "O", "C", "C", "C", "C", "N", "H", "H", "H", "H", "H", "H", "H", "H", "H", "H", "H", "H", "H", "O"],
  "positions_angstrom": [[1.71, -1.27, 1.16], [2.94, -1.21, 0.55], [0.68, -0.42, 0.41], [-0.67, -0.26, 0.96], [-1.82, -0.51, 0.16], [-3.12, -0.24, 0.39], [-0.99, 1.38, -2.09], [1.39, -2.35, 1.14], [1.76, -1.02, 2.25], [3.44, 1.87, -0.49], [0.57, -0.81, -0.63], [-0.81, 1.08, -1.11], [-0.81, 0.37, 1.85], [-1.75, -1.17, -0.73], [-3.32, 0.37, 1.27], [-3.91, -0.80, -0.06], [1.09, 0.57, 0.16], [-0.33, 1.92, -2.57], [-1.88, 1.79, -2.24], [2.92, -0.39, -0.05], [2.89, 1.10, -0.33]],
  "nbo_charge": [-0.012, -0.742, -0.588, 0.203, -0.347, -0.138, -1.090, 0.160, 0.153, 0.455, 0.238, 0.359, 0.214, 0.243, 0.195, 0.222, 0.394, 0.380, 0.356, 0.522, -1.177]
}

***

4.
{
  "formula": "C9H16N2S",
  "method": "wB97M-V/def2-TZVPD",
  "energy_ha": -860.2074,
  "charge": 0,
  "de_lowest_ev": 0.140,
  "homo_lumo_gap_ev": 9.8,
  "smiles": "C/C=N/C(C)(C)C.c1cscn1",
  "spin_multiplicity": 1,
  "elements": ["C", "C", "N", "C", "C", "C", "C", "H", "H", "H", "H", "H", "H", "H", "H", "H", "H", "H", "H", "H", "C", "C", "S", "C", "N", "H", "H", "H"],
  "positions_angstrom": [[0.68, 3.11, -0.08], [1.39, 1.80, 0.05], [0.74, 0.73, 0.02], [1.29, -0.59, 0.12], [0.95, -1.30, -1.20], [2.80, -0.68, 0.37], [0.54, -1.28, 1.27], [0.84, 3.70, 0.82], [-0.38, 2.94, -0.23], [1.09, 3.67, -0.92], [2.48, 1.88, 0.17], [-0.12, -1.24, -1.38], [1.46, -0.81, -2.03], [1.24, -2.34, -1.16], [3.09, -1.72, 0.47], [3.08, -0.16, 1.28], [3.36, -0.25, -0.46], [0.83, -0.85, 2.22], [-0.53, -1.14, 1.14], [0.76, -2.34, 1.28], [-3.37, -1.30, -0.56], [-2.74, -0.32, -1.25], [-2.64, 1.11, -0.30], [-3.47, 0.26, 0.96], [-3.78, -0.96, 0.69], [-3.57, -2.30, -0.92], [-2.34, -0.34, -2.24], [-3.69, 0.74, 1.89]],
  "nbo_charge": [-0.659, 0.134, -0.427, 0.081, -0.598, -0.635, -0.598, 0.219, 0.226, 0.217, 0.143, 0.218, 0.205, 0.205, 0.217, 0.208, 0.207, 0.206, 0.222, 0.204, -0.064, -0.452, 0.421, -0.140, -0.429, 0.211, 0.242, 0.213]
}

***

5.
{
  "formula": "C6H14FN",
  "method": "wB97M-V/def2-TZVPD",
  "energy_ha": -391.3042,
  "charge": 0,
  "de_lowest_ev": 6.282,
  "homo_lumo_gap_ev": 8.8,
  "spin_multiplicity": 1,
  "elements": ["C", "C", "C", "C", "C", "C", "H", "H", "H", "H", "H", "H", "H", "H", "H", "H", "H", "H", "H", "H", "N", "F"],
  "positions_angstrom": [[-1.49, -1.21, 1.18], [-0.88, -1.09, -0.18], [-1.17, 0.98, -1.43], [0.57, 0.86, -0.04], [0.04, 1.59, 1.22], [1.75, 0.08, 0.28], [-2.64, -1.99, 0.93], [-1.79, 0.15, 1.58], [-0.58, -1.99, 2.05], [0.12, -1.67, -0.27], [-1.41, -1.60, -0.92], [-2.06, 1.18, -0.54], [-0.50, 1.58, -1.94], [-1.65, 0.33, -2.27], [0.75, 1.53, -0.89], [-0.81, 2.40, 1.26], [-0.43, 1.07, 1.96], [0.83, 2.08, 1.75], [2.81, 0.56, 0.31], [1.46, -0.36, 1.21], [-0.42, 0.06, -0.84], [1.76, -1.23, -0.51]],
  "nbo_charge": [-0.631, -0.379, -0.375, -0.122, -0.666, 0.043, 0.233, 0.214, 0.227, 0.267, 0.205, 0.148, 0.207, 0.186, 0.200, 0.235, 0.220, 0.220, 0.211, 0.180, -0.423, -0.405]
}

***

6.
{
  "formula": "C32H49BrClNO11P",
  "method": "wB97M-V/def2-TZVPD",
  "energy_ha": -5506.7668,
  "charge": -1,
  "homo_lumo_gap_ev": 7.6,
  "spin_multiplicity": 1,
  "elements": ["C", "C", "C", "C", "C", "P", "C", "C", "O", "C", "O", "C", "C", "O", "Cl", "O", "C", "C", "C", "C", "C", "C", "O", "Br", "C", "C", "C", "C", "C", "O", "O", "C", "C", "C", "C", "C", "C", "N", "C", "O", "H", "H", "H", "H", "H", "H", "H", "H", "H", "H", "H", "H", "H", "H", "H", "H", "H", "H", "H", "H", "H", "H", "H", "H", "H", "H", "H", "H", "H", "H", "H", "H", "H", "H", "H", "H", "H", "H", "H", "H", "H", "H", "H", "C", "C", "C", "O", "C", "O", "O", "H", "H", "H", "H", "H", "H"],
  "positions_angstrom": [[-4.68, 1.40, -2.96], [-3.47, 0.54, -2.59], [-2.63, 1.18, -1.48], [-3.00, 0.73, -0.06], [-1.83, 0.83, 0.93], [-1.32, -0.74, 1.81], [-1.23, -1.79, 0.19], [0.03, -1.53, -0.62], [-0.10, -2.16, -1.95], [-0.55, -1.37, -2.91], [-1.14, -1.77, -3.88], [-3.21, -1.16, 2.27], [-3.78, -2.32, 1.59], [-4.50, -2.38, 0.64], [-3.23, -3.90, 2.32], [-1.24, 0.09, 3.41], [0.06, 0.10, 3.95], [0.42, -1.13, 4.83], [0.62, -2.55, 4.27], [1.95, -3.18, 4.75], [0.03, 1.24, 5.05], [-1.37, 1.65, 5.42], [-1.85, 2.72, 5.28], [-2.44, 0.31, 6.42], [0.97, 0.40, 2.72], [2.45, 0.02, 2.98], [2.89, -1.30, 2.34], [3.43, -1.20, 0.91], [4.75, -0.50, 0.77], [5.16, 0.40, 1.43], [5.54, -1.02, -0.25], [5.00, -0.78, -1.55], [4.50, -2.06, -2.22], [0.94, 1.81, 2.06], [1.81, 1.98, 1.00], [1.82, 3.17, 0.31], [0.96, 4.17, 0.70], [0.08, 4.05, 1.68], [0.09, 2.87, 2.33], [0.42, -0.41, 1.69], [-4.33, 2.39, -3.25], [-5.24, 0.95, -3.78], [-5.32, 1.52, -2.09], [-2.84, 0.44, -3.47], [-3.79, -0.46, -2.30], [-1.57, 0.98, -1.68], [-2.74, 2.27, -1.55], [-3.45, -0.26, -0.11], [-3.79, 1.40, 0.28], [-2.08, 1.56, 1.70], [-0.96, 1.22, 0.40], [-1.04, -1.94, 2.52], [-1.19, -2.83, 0.49], [-2.06, -1.65, -0.50], [0.89, -2.01, -0.19], [0.19, -0.47, -0.79], [-0.30, -0.30, -2.80], [-3.13, -1.41, 3.32], [-3.87, -0.30, 2.20], [-0.38, -1.16, 5.56], [1.31, -0.88, 5.40], [0.55, -2.64, 3.20], [-0.16, -3.19, 4.68], [2.73, -2.43, 4.88], [1.81, -3.66, 5.72], [2.28, -3.97, 4.07], [0.49, 0.90, 5.98], [0.57, 2.12, 4.76], [2.65, -0.04, 4.05], [3.12, 0.80, 2.64], [3.68, -1.73, 2.95], [2.10, -2.03, 2.31], [2.69, -0.79, 0.23], [3.59, -2.21, 0.55], [5.77, -0.31, -2.16], [4.18, -0.07, -1.49], [4.86, -2.12, -3.24], [4.86, -2.94, -1.69], [3.42, -2.10, -2.27], [2.49, 1.19, 0.70], [2.50, 3.33, -0.52], [0.99, 5.12, 0.18], [-0.67, 2.77, 3.06], [-0.04, 0.06, -6.48], [-0.96, 0.96, -7.27], [-0.37, 2.29, -7.67], [-1.52, 3.13, -7.74], [-2.45, 2.62, -6.88], [-3.43, 3.19, -6.54], [-2.08, 1.38, -6.48], [0.83, -0.21, -7.08], [0.30, 0.56, -5.57], [-0.55, -0.85, -6.17], [-1.35, 0.43, -8.14], [0.15, 2.28, -8.63], [0.30, 2.69, -6.90]],
  "mulliken_charge": [-1.575, -0.195, -0.429, -0.838, -0.951, 1.081, -1.089, 0.131, -0.470, 0.170, -0.585, -1.299, 0.666, -0.529, -0.283, -0.429, 0.948, -1.733, -0.592, -1.821, -1.140, 0.247, -0.483, -0.232, 0.953, -1.820, -0.104, -0.500, 0.172, -0.527, -0.445, -0.037, -1.034, 1.000, -0.626, -0.968, -0.741, -0.807, -0.285, -0.107, 0.374, 0.397, 0.356, 0.109, 0.313, -0.006, 0.535, 0.061, 0.396, 0.830, -0.166, 0.063, 0.610, 0.508, -0.137, 0.371, 0.418, 0.674, 0.456, 0.342, 0.937, -0.124, 0.692, 0.342, 0.391, 0.408, 0.535, 0.526, 0.516, 1.201, 0.810, -0.303, -0.109, 0.801, 0.427, 0.120, 0.367, 0.306, 0.152, 0.339, 0.454, 0.368, 0.646, -1.364, 0.502, -0.515, -0.340, 0.619, -0.521, -0.251, 0.425, 0.284, 0.325, 0.213, 0.306, 0.317]
}

***

What did the first record say?
{
  "formula": "C22H19MnN5O3",
  "method": "wB97M-V/def2-TZVPD",
  "energy_ha": -2500.1823,
  "charge": 1,
  "de_lowest_ev": 0.041,
  "homo_lumo_gap_ev": [7.4, 7.4],
  "spin_multiplicity": 5,
  "elements": ["Mn", "C", "C", "C", "C", "N", "C", "N", "C", "N", "C", "N", "C", "C", "C", "C", "C", "N", "C", "C", "C", "C", "C", "C", "H", "H", "H", "H", "H", "H", "H", "H", "H", "H", "H", "H", "C", "C", "C", "O", "C", "O", "O", "H", "H", "H", "H", "H", "H", "H"],
  "positions_angstrom": [[-0.56, 0.72, 0.05], [-1.86, 1.36, 4.06], [-0.80, 0.99, 4.87], [0.38, 0.63, 4.28], [0.51, 0.64, 2.88], [-0.54, 0.96, 2.09], [-1.69, 1.34, 2.70], [1.77, 0.31, 2.43], [2.10, 0.22, 1.20], [1.30, 0.36, 0.06], [2.10, 0.19, -1.06], [1.78, 0.25, -2.30], [0.54, 0.65, -2.76], [0.41, 0.65, -4.16], [-0.73, 1.12, -4.75], [-1.74, 1.63, -3.93], [-1.58, 1.59, -2.57], [-0.47, 1.08, -1.97], [3.47, -0.11, -0.62], [4.62, -0.36, -1.34], [5.78, -0.58, -0.62], [5.78, -0.55, 0.78], [4.62, -0.29, 1.50], [3.47, -0.08, 0.76], [-2.81, 1.68, 4.46], [-0.90, 0.98, 5.95], [1.26, 0.36, 4.85], [-2.49, 1.64, 2.04], [1.25, 0.28, -4.72], [-0.83, 1.12, -5.82], [-2.64, 2.06, -4.34], [-2.34, 1.97, -1.91], [4.61, -0.38, -2.42], [6.71, -0.78, -1.14], [6.71, -0.72, 1.31], [4.61, -0.26, 2.58], [-3.32, -2.12, 1.05], [-2.79, -1.35, -0.15], [-3.15, -1.98, -1.48], [-1.34, -1.23, -0.04], [-3.31, 0.09, -0.10], [-4.48, 0.33, -0.21], [-2.40, 1.05, 0.02], [-2.99, -3.16, 1.00], [-4.41, -2.10, 1.04], [-2.97, -1.67, 1.98], [-2.86, -3.04, -1.48], [-2.64, -1.48, -2.30], [-4.22, -1.91, -1.63], [-0.91, -2.09, -0.12]],
  "nbo_charge": [1.659, -0.253, -0.112, -0.222, 0.388, -0.582, 0.056, -0.493, 0.487, -0.724, 0.472, -0.497, 0.387, -0.224, -0.112, -0.254, 0.058, -0.581, -0.025, -0.179, -0.178, -0.180, -0.150, -0.106, 0.246, 0.240, 0.251, 0.244, 0.251, 0.240, 0.248, 0.244, 0.241, 0.231, 0.231, 0.240, -0.626, 0.145, -0.629, -0.774, 0.771, -0.555, -0.786, 0.219, 0.255, 0.222, 0.219, 0.221, 0.258, 0.518]
}